# C34H24AuIO3S5SbSe

C34H24AuIO3S5SbSe as an isolated structure (ωB97M-V with the def2-TZVPD basis set, OMol25).

Geometry as XYZ:
```
70
Properties=species:S:1:pos:R:3:forces:R:3:mulliken_charge:R:1
Au -2.375216 2.276339 -0.871672 -0.16 -0.21 -0.55 0.488
I 1.966930 -3.746187 -8.008624 -0.20 0.15 0.29 0.040
Sb -1.454370 -0.662709 0.770939 1.02 -0.72 0.16 1.804
Se 0.425254 2.715738 0.723073 -0.93 -0.01 -0.15 0.040
S -1.668484 4.130826 -2.123659 -0.02 0.16 0.17 -0.414
S -2.190474 3.968153 1.318333 1.42 0.36 -0.15 -0.291
S -2.480424 6.886687 1.135890 0.07 0.08 0.00 -0.156
S -2.136881 6.998079 -1.760758 0.04 -0.21 -0.06 -0.144
S -3.385853 0.354540 -0.027020 0.11 0.07 0.08 -0.822
O -1.936106 -0.516088 -3.245634 0.25 -0.07 -0.09 -0.640
O -0.352272 -0.662735 -1.784784 -0.25 0.20 -0.22 0.141
O -2.720145 9.097447 -0.275207 -0.04 0.31 -0.10 -0.586
C -1.141593 0.735354 3.491098 -0.06 0.19 -0.01 -0.399
C -2.089055 -2.676874 0.423656 -0.01 0.42 0.22 0.309
C 2.070783 -0.216983 -1.579461 -0.41 0.31 -0.14 -0.757
C -1.231084 -3.632074 -0.090420 0.35 0.07 0.02 -0.226
C 2.883352 -0.178379 0.695160 0.02 -0.34 0.63 -1.084
C 2.153532 2.715063 1.512958 -0.44 0.58 0.30 0.293
C -0.207808 -2.319689 -6.409748 0.12 -0.04 -0.09 -0.545
C -0.997469 0.820498 4.865244 0.03 0.13 0.06 -0.623
C -0.814477 -0.899324 -3.015831 -0.63 0.10 0.13 -0.108
C -0.748159 -1.710767 -5.297264 -0.06 0.07 0.14 -0.714
C -1.132584 -0.311415 5.650841 -0.02 -0.06 0.08 -0.551
C 3.669566 2.063635 3.254115 0.09 -0.04 0.24 -0.531
C 2.376410 2.222185 2.795665 -0.01 0.03 0.06 -0.303
C -3.885728 -4.264749 0.326823 -0.24 -0.03 0.07 -0.688
C 1.613956 -0.473660 1.177090 0.66 0.05 0.15 -0.640
C -3.420856 -2.998092 0.630092 -0.01 0.10 0.04 -0.485
C 3.032980 0.086904 -0.682033 -0.11 -0.17 -0.10 -0.740
C -0.049174 -1.617228 -4.089105 0.12 -0.14 -0.35 0.689
C -2.181948 5.342642 0.324902 -0.37 0.02 1.11 0.036
C -1.564878 -1.617990 3.684537 -0.03 -0.21 -0.06 -0.443
C 4.521520 2.966883 1.201099 0.29 -0.10 0.03 -0.358
C 0.610494 -0.831332 0.315666 -1.42 0.28 -0.32 -0.548
C 1.219148 -2.187776 -4.021424 -0.14 0.06 0.08 0.168
C -1.400521 -0.489701 2.899901 -0.12 -0.07 -0.59 0.296
C -3.030469 -5.209924 -0.215420 0.05 -0.07 -0.03 -0.423
C -2.006678 5.401208 -1.031440 -0.01 -0.06 -0.97 0.240
C 3.233214 3.122824 0.734014 -0.20 0.11 -0.08 -0.575
C 1.069409 -2.844168 -6.319491 0.21 -0.30 -0.34 0.011
C 4.745566 2.420145 2.455449 0.07 0.04 0.02 -0.562
C 0.884101 -1.017511 -1.146328 0.79 -0.70 0.14 0.700
C 1.773032 -2.800734 -5.133744 0.15 -0.07 -0.05 -1.016
C -2.498220 7.918823 -0.294007 0.13 -0.39 0.31 0.557
C -1.698440 -4.891890 -0.422007 -0.02 -0.12 -0.04 -0.725
C -1.437045 -1.527353 5.060373 0.01 -0.09 0.15 -0.625
H 5.756166 2.279068 2.815684 0.03 0.01 0.00 0.360
H 3.913284 0.619925 -1.010277 0.15 0.04 -0.10 0.445
H -1.569800 -2.408366 5.672284 0.01 -0.07 0.05 0.389
H -1.007104 -0.247539 6.723256 -0.02 0.01 0.05 0.363
H -4.084116 -2.233895 1.014708 -0.18 -0.07 0.00 0.329
H 2.756460 -3.241025 -5.062211 0.06 0.01 -0.02 0.392
H 1.408006 -0.401952 2.239472 0.00 0.03 0.05 0.461
H -3.397905 -6.190622 -0.483251 -0.05 -0.07 0.02 0.379
H 3.693367 0.019750 1.377915 0.04 0.06 0.06 0.765
H -1.740018 -1.287264 -5.333261 -0.04 0.03 -0.02 0.508
H -1.796864 -2.568166 3.217497 0.04 -0.05 0.05 0.400
H 1.538086 1.949197 3.422970 -0.03 -0.08 -0.05 0.325
H 1.058760 -2.099792 -1.335971 -0.26 0.13 -0.16 0.214
H 3.043892 3.544825 -0.242284 -0.01 0.00 -0.08 0.445
H -0.766867 -2.385391 -7.330436 -0.04 0.04 -0.05 0.392
H -1.050000 1.623670 2.879627 0.08 0.03 0.00 0.464
H 1.813971 -2.175627 -3.128305 0.04 0.13 0.19 0.555
H -0.185382 -3.393867 -0.232613 0.08 0.03 0.01 0.213
H 2.115494 0.113419 -2.605115 0.05 0.09 -0.18 0.515
H -4.923474 -4.505270 0.508369 -0.09 -0.06 -0.03 0.369
H -0.775885 1.776550 5.317663 0.00 0.08 0.06 0.478
H 3.847320 1.637371 4.233763 -0.02 0.04 0.04 0.371
H -1.020518 -5.620151 -0.844375 0.03 -0.07 -0.03 0.393
H 5.360290 3.256517 0.583057 0.04 0.04 -0.05 0.384
```
Forces are in eV/Å.

The strongest force on any atom comes out at 1.5 eV/Å. For the frontier orbital gap (alpha / beta), the calculation gives 3.6 / 3.7 eV. The total charge is -1. The calculation puts the energy relative to the best compared isomer or geometry (same formula, charge and spin) at 48.4 kcal/mol. The calculation puts the LUMO energy (alpha / beta) at 0.025 / 0.047 eV. Its energy is -6601.73692 Ha.

***

# C34H24N4O8PSY

C34H24N4O8PSY as an isolated structure (ωB97M-V with the def2-TZVPD basis set, OMol25).

Geometry as XYZ:
```
73
Properties=species:S:1:pos:R:3:forces:R:3:mulliken_charge:R:1
Y 0.297873 -1.104618 1.586341 -0.33 0.17 -0.27 1.284
S -0.392125 -2.375868 3.946053 -0.08 0.01 0.09 -0.607
P -0.697084 1.008863 -0.444904 0.07 -0.15 -0.01 1.971
O -3.190257 -5.073433 -2.328880 0.01 -0.02 -0.02 -0.589
O -4.191951 -1.221047 0.865324 -0.01 0.03 -0.03 -0.821
O 1.928746 -0.390320 0.245728 0.10 0.01 0.14 0.523
O -0.858871 2.154245 3.921979 -0.01 -0.03 -0.07 -0.867
O 1.448965 -3.090988 0.856405 -0.06 0.10 -0.05 -0.648
O 0.163894 1.066072 2.265049 -0.12 -0.02 -0.09 -0.082
O 1.689636 -4.632917 -0.776833 0.02 -0.05 0.04 -0.817
O -2.105111 -0.648690 1.497890 0.08 -0.06 0.01 -0.594
N -1.038805 -2.623150 0.174629 -0.06 -0.09 -0.02 0.344
N 2.208372 -1.098288 3.099026 0.27 0.03 0.17 1.160
N 2.080561 -1.305177 4.471003 0.09 0.07 0.08 -1.259
N 0.910472 -2.088169 6.239218 -0.05 0.08 0.06 -0.540
C -2.417156 3.608121 2.260149 0.00 0.00 -0.03 -0.666
C 1.571851 2.542149 -0.620052 -0.02 -0.03 -0.02 -0.514
C 3.933459 0.005532 -0.894213 -0.05 -0.01 -0.05 -0.544
C 5.366116 -0.335790 1.426469 0.00 -0.02 0.05 -0.646
C -0.422493 -3.618603 -0.455558 0.06 -0.04 0.12 -0.316
C 1.289976 3.335048 -3.262507 0.02 0.03 0.00 -0.657
C -1.692201 2.332964 0.353816 0.02 0.08 0.05 0.699
C 2.378081 3.774626 -2.521756 -0.01 0.01 -0.02 -0.542
C 0.340608 2.503722 -2.682123 0.02 -0.05 0.06 -0.422
C 3.211778 -0.312609 0.287097 0.11 0.04 -0.07 -0.059
C 0.972894 -1.840980 4.867374 0.10 -0.22 -0.21 0.542
C 6.044751 -0.028360 0.264871 -0.01 0.01 -0.04 -0.849
C -1.097550 -4.472842 -1.305435 -0.03 0.02 -0.12 -0.517
C -3.277439 -1.126997 -3.620172 -0.02 -0.02 -0.01 -0.466
C -3.163536 0.347718 -1.719724 0.00 0.05 -0.05 -0.547
C -3.221369 4.394568 1.457611 -0.01 0.01 -0.07 -0.613
C -3.111450 -3.269066 -0.795425 -0.06 -0.04 -0.04 -0.865
C 5.301377 0.140858 -0.907865 0.04 -0.02 0.08 -0.422
C 2.513617 3.379308 -1.197854 0.00 -0.02 0.04 -0.562
C -2.481868 3.158822 -0.452597 0.04 -0.06 0.05 -0.283
C -1.888134 -1.170975 -3.659802 0.02 0.01 -0.01 -0.865
C 3.974953 -0.490903 1.477182 -0.03 0.01 -0.09 0.855
C -0.717708 1.858489 2.739648 0.00 0.13 0.19 -0.192
C -3.909147 -0.376846 -2.642231 0.01 0.01 0.02 -0.841
C -2.354889 -2.462706 0.031210 0.05 0.03 0.03 0.421
C -2.966195 -1.339902 0.874904 -0.02 -0.04 0.03 -0.178
C 0.474774 2.092876 -1.357765 -0.03 0.05 -0.04 0.851
C -3.244876 4.177946 0.084799 -0.02 0.03 0.03 -0.821
C -1.145590 -0.454727 -2.737156 0.01 0.06 0.03 -0.625
C 1.063780 -3.807001 -0.108032 -0.09 -0.01 -0.06 0.272
C -1.631246 2.583482 1.731289 0.01 -0.07 -0.06 0.119
C -1.771934 0.342111 -1.770456 -0.06 -0.01 0.04 0.055
C 3.415387 -0.811215 2.780230 0.01 -0.02 0.07 -1.158
C -2.459487 -4.277026 -1.490449 0.08 0.03 0.08 1.293
H -0.505897 2.166852 -3.267213 -0.03 -0.02 -0.02 0.309
H -2.363763 3.762008 3.328950 0.02 -0.01 0.01 0.509
H -3.853904 4.797551 -0.563660 0.00 0.01 0.01 0.416
H -2.497319 2.992335 -1.523443 0.00 0.00 0.00 0.418
H -4.989596 -0.375712 -2.564782 0.00 -0.01 0.00 0.373
H -0.037127 -2.083981 6.580864 -0.02 0.00 0.00 0.249
H -4.175336 -3.101406 -0.877589 0.00 0.00 0.00 0.565
H 5.923744 -0.472228 2.348460 -0.01 0.00 0.01 0.325
H 3.122151 4.418039 -2.976885 0.00 0.00 0.00 0.358
H 3.369607 3.702093 -0.618170 0.00 0.00 0.01 0.425
H 1.178484 3.642481 -4.296218 -0.01 -0.01 0.00 0.390
H -3.859810 -1.707429 -4.325947 0.00 0.00 0.00 0.376
H 7.122634 0.075919 0.264696 0.00 0.00 -0.01 0.351
H -3.821574 5.184626 1.894689 0.00 0.00 0.01 0.370
H 4.134712 -0.808245 3.602504 -0.01 0.01 0.00 0.083
H 3.350453 0.141941 -1.797761 -0.01 0.01 0.01 0.315
H -3.672798 0.883111 -0.929798 -0.01 -0.01 0.00 0.399
H -1.383946 -1.785979 -4.395701 0.01 0.00 0.01 0.386
H 1.528304 -1.477547 6.754430 0.02 0.01 0.01 0.248
H -0.540294 -5.264552 -1.793097 0.01 0.01 0.00 0.450
H -2.586745 -5.710884 -2.726158 -0.03 0.02 0.01 0.283
H 1.680654 2.206567 0.404811 0.03 0.01 0.01 0.176
H -0.062785 -0.526544 -2.739112 0.01 -0.01 -0.03 0.456
H 5.806733 0.382646 -1.837380 -0.01 0.00 -0.01 0.377
```
Forces are in eV/Å.

The strongest force on any atom comes out at 0.5 eV/Å. For the frontier orbital gap, the calculation gives 6.3 eV. The total charge is -2. The calculation puts the energy relative to the best compared isomer or geometry (same formula, charge and spin) at 4.6 kcal/mol. The calculation puts the LUMO energy at 4.129 eV. Its energy is -2909.29524 Ha.

***

# C34H25MnN6O5

C34H25MnN6O5 as an isolated structure (ωB97M-V with the def2-TZVPD basis set, OMol25).

Geometry as XYZ:
```
71
Properties=species:S:1:pos:R:3:forces:R:3:mulliken_spin:R:1
Mn -0.470232 -0.634028 0.814070 -0.78 0.50 0.32 2.890
O 5.751988 -3.196952 0.997970 0.03 0.12 0.41 0.455
O 1.574143 6.743835 -2.050999 0.00 -0.06 0.01 0.002
O 1.394263 0.980123 -0.243857 0.02 -0.01 -0.11 0.028
O 3.074700 5.167803 -2.412784 0.01 -0.03 0.01 0.015
O 4.634707 -5.083257 0.302267 0.06 -0.08 0.42 0.301
N -2.413849 -0.576813 1.700930 0.12 -0.07 0.05 0.155
N -1.108023 -2.368620 -0.181171 0.08 -0.03 -0.11 -0.026
N -1.236698 1.348420 0.283803 0.13 -0.04 -0.01 0.033
N 1.123135 -1.762068 0.911677 0.49 -0.24 -0.05 -0.117
N 0.574854 0.296909 2.347898 0.07 -0.14 0.11 -0.016
N -0.321089 -0.439658 -2.220919 0.01 -0.02 -0.06 0.016
C 4.852190 -3.976432 0.739946 -0.07 -0.23 -1.09 0.046
C -0.740540 1.032823 -4.062470 0.00 0.01 0.02 -0.004
C 2.163474 -1.319564 1.626490 -0.06 0.08 0.09 0.019
C 2.316827 1.554120 4.077572 0.01 -0.02 0.00 0.007
C -1.579506 -4.614103 -1.724036 0.02 0.01 0.01 0.005
C 0.161810 1.320261 3.085543 0.06 0.02 -0.03 0.048
C -4.562168 0.514799 1.645020 0.02 0.01 0.00 0.091
C -0.241170 4.705331 -0.996571 0.02 -0.04 0.02 -0.039
C 1.170777 -2.903361 0.219622 -0.06 0.04 -0.07 0.042
C -0.124827 -3.258074 -0.415569 0.07 0.04 0.04 0.036
C 1.612769 3.202745 -1.098754 0.04 -0.04 0.01 -0.031
C 0.718870 -0.924586 -2.898323 0.07 0.04 0.03 -0.001
C 2.341979 -3.644336 0.149838 0.07 -0.04 0.02 -0.039
C 3.433402 -3.138114 0.828445 -0.10 0.25 0.25 0.228
C -3.188959 0.471643 1.297694 0.02 0.02 -0.06 0.101
C 2.751031 0.478762 3.310707 -0.02 0.04 -0.01 -0.003
C -4.278987 -1.539034 2.850602 -0.01 0.04 -0.03 0.136
C -2.586094 -3.695001 -1.490591 0.00 0.02 0.01 -0.001
C -2.963707 -1.539333 2.457485 -0.03 0.01 -0.02 -0.024
C -2.545516 1.477769 0.548387 -0.01 -0.05 0.00 0.271
C 1.996492 5.463989 -1.978339 -0.01 0.06 -0.02 0.000
C 0.351694 0.528733 -4.746760 0.02 -0.01 0.00 0.001
C 1.081302 4.466561 -1.347175 -0.04 0.03 -0.01 0.077
C 1.849801 -0.125655 2.458342 -0.03 -0.11 -0.01 0.083
C -0.323143 -4.395017 -1.175233 -0.03 -0.01 -0.01 -0.003
C -1.015297 3.702797 -0.435753 -0.04 -0.02 -0.06 0.165
C 0.847374 2.212152 -0.535558 0.05 0.02 -0.01 0.020
C -2.309087 -2.584418 -0.707845 0.02 -0.03 0.01 0.045
C -5.096919 -0.476508 2.416636 -0.01 -0.04 0.02 -0.008
C 1.098732 -0.478369 -4.152753 -0.03 0.01 -0.01 0.000
C 3.381169 -1.983284 1.587005 -0.04 -0.08 0.02 -0.027
C 1.005681 1.977298 3.970848 -0.02 0.00 -0.02 -0.003
C -0.513239 2.409972 -0.218181 -0.07 -0.03 -0.04 -0.048
C -1.036449 0.517891 -2.808556 -0.01 0.00 0.00 -0.006
H -2.304394 -2.351548 2.746482 0.01 0.01 0.01 0.024
H 0.632685 2.806702 4.553550 0.00 0.01 0.00 0.000
H -0.867221 1.621978 2.939290 -0.01 -0.01 0.01 0.001
H -2.035272 3.931483 -0.164620 0.00 0.02 -0.02 -0.003
H -4.664905 -2.335641 3.468444 -0.01 -0.01 0.00 0.008
H -3.128305 2.325918 0.208632 -0.01 0.02 0.05 0.050
H 1.955631 -0.911436 -4.649776 0.01 0.01 0.00 0.000
H -1.879016 0.897456 -2.242074 -0.01 0.00 0.00 0.017
H -3.576548 -3.829533 -1.900049 -0.01 0.00 0.00 0.000
H 2.410759 -4.574043 -0.391371 0.02 0.00 -0.01 -0.004
H 2.265796 0.931846 -0.653636 -0.03 0.00 -0.04 -0.001
H 3.001494 2.049835 4.752100 0.00 0.00 0.00 0.000
H 4.246652 -1.633953 2.125670 0.02 0.01 0.00 -0.007
H -0.711447 5.667106 -1.164454 -0.01 0.00 0.01 -0.003
H 0.478953 -5.100696 -1.336609 0.00 0.00 -0.02 0.000
H -1.765449 -5.494732 -2.323161 0.00 -0.01 -0.01 0.000
H 0.618011 0.911250 -5.722980 0.00 0.00 0.00 0.000
H -5.165350 1.343315 1.298325 0.00 0.01 0.00 0.001
H 3.769780 0.127040 3.383582 0.01 0.01 0.01 0.000
H -1.352790 1.818839 -4.481872 -0.01 0.00 -0.01 0.000
H 0.724354 6.851492 -1.610324 0.00 0.02 0.00 0.000
H -6.142217 -0.446687 2.693939 0.00 0.00 0.00 0.000
H 2.649782 3.021794 -1.360638 0.00 0.01 0.00 -0.002
H -3.064426 -1.841428 -0.487864 0.00 0.01 -0.01 0.000
H 1.295779 -1.704505 -2.407188 -0.02 -0.02 0.00 0.001
```
Forces are in eV/Å.

The strongest force on any atom comes out at 1.1 eV/Å. Its multiplicity is 6. For the frontier orbital gap (alpha / beta), the calculation gives 4.4 / 3.7 eV. The total charge is +1. The calculation puts the energy relative to the best compared isomer or geometry (same formula, charge and spin) at 0.0 kcal/mol. The calculation puts the LUMO energy (alpha / beta) at -3.857 / -6.517 eV. Its energy is -3166.18601 Ha.